1.
Below is a structure of composition C12H32AlIOP2Si at a distorted geometry, with properties calculated with ωB97M-V/def2-TZVPD.

Each line ends with the natural charge from an NBO analysis.
Positions of all 50 atoms, in Å:
C 3.14850 4.90204 1.36944  -0.6662
I 2.03592 3.08168 1.21326  0.0243
H 2.98446 5.46627 0.45145  0.2451
H 4.20623 4.65362 1.49862  0.2503
H 2.76497 5.44024 2.23753  0.2501
Al 0.09459 0.15485 0.16385  1.2391
P 2.15645 0.12825 -1.31495  0.9029
C 3.54289 -0.56221 -0.32632  -0.9446
C 2.23716 -0.99818 -2.76923  -0.9173
H 3.23366 -0.90624 -3.23617  0.2692
H 3.84471 1.28671 -2.63374  0.2641
H 1.47770 -0.72294 -3.50652  0.2624
H 2.24250 2.10180 -2.72721  0.2588
H 3.19690 -1.45478 0.21335  0.2454
H 2.07392 -2.04302 -2.48781  0.2573
C 2.95485 1.59743 -2.05948  -0.9405
H 4.37563 -0.82295 -1.00199  0.2770
H 3.26069 2.31594 -1.28382  0.2572
H 3.87737 0.16901 0.42081  0.2541
P -1.61031 1.52305 1.02181  0.8351
C -1.74734 1.38437 2.84204  -0.9273
C -1.79994 3.31982 0.78334  -0.9201
H -3.39085 1.03264 -0.56093  0.2650
H -4.03063 1.53391 1.03091  0.2742
H -3.40126 -0.12663 0.79560  0.2681
C -3.26776 0.92524 0.52256  -0.9163
H -1.84515 3.54752 -0.29010  0.2666
H -2.73589 3.64514 1.26703  0.2746
H -2.71412 1.81207 3.15659  0.2828
H -0.92429 1.93115 3.31916  0.2615
H -0.95421 3.86146 1.22717  0.2702
H -1.68599 0.33231 3.15160  0.2574
C 1.28041 0.09882 1.94285  0.5341
O 1.89746 0.13097 2.91977  -0.3091
C -1.28085 -3.49199 1.34565  -1.1207
Si -1.62143 -2.86775 -0.38767  1.6542
C -1.19451 -4.12651 -1.71885  -1.1103
C -3.45365 -2.48423 -0.50510  -1.1211
C -0.43016 -1.45939 -0.80479  -1.5580
H -1.76770 -4.46521 1.50760  0.2725
H -1.66629 -2.79122 2.10175  0.2248
H -0.20057 -3.61002 1.51863  0.2332
H -1.77857 -5.05416 -1.63118  0.2635
H -1.38511 -3.70214 -2.71794  0.2445
H -0.12600 -4.38758 -1.67264  0.2344
H -3.86113 -2.03379 0.41123  0.2245
H -3.68526 -1.82137 -1.35438  0.2404
H -4.00667 -3.42295 -0.65081  0.2748
H 0.50533 -2.00420 -1.05527  0.2640
H -0.82667 -1.01686 -1.73668  0.2737

Properties
* HOMO-LUMO gap: 7.4 eV
* total charge: +2

2.
Below is the molecule C6H16N2, with properties calculated with ωB97M-V/def2-TZVPD.

Each line ends with the natural charge from an NBO analysis.
Positions of all 24 atoms, in Å:
C 0.42460 0.61404 -0.00515  -0.0680
C -1.07213 0.16097 0.04375  -0.2253
C 0.59642 1.85301 0.90562  -0.4011
C -1.33495 -2.28513 -0.05076  -0.4077
C -1.05647 -1.03145 -2.10425  -0.4130
C 2.02379 2.14432 1.35178  -0.5982
N -1.52054 -1.00894 -0.72598  -0.4490
N 1.36114 -0.45434 0.35871  -0.8337
H 0.66684 0.92317 -1.02972  0.1843
H 1.28209 -1.20203 -0.32938  0.3535
H 1.08335 -0.85945 1.24933  0.3464
H -1.67913 1.01165 -0.29501  0.1934
H -1.36332 0.01527 1.09347  0.1904
H -0.02488 1.75921 1.80430  0.1901
H 0.22233 2.72940 0.35960  0.2033
H -1.23689 -0.06740 -2.59216  0.2027
H -1.77349 -2.26303 0.95329  0.2006
H -1.85671 -3.08118 -0.59429  0.1982
H -0.28675 -2.58066 0.03954  0.1557
H -1.61478 -1.77965 -2.67823  0.2017
H 0.00842 -1.26958 -2.18827  0.1558
H 2.06727 3.11492 1.85673  0.2037
H 2.71747 2.16529 0.50672  0.2084
H 2.36635 1.39161 2.07038  0.2078

Properties
* energy above the lowest of the compared OMol25 structures with the same formula, charge and spin: 81.1 kJ/mol
* HOMO-LUMO gap: 9.1 eV
* SMILES: CC[C@@H](N)CN(C)C

3.
Below is a cluster of 12 separate species, C48H96O12 in total at a distorted geometry, with properties calculated with ωB97M-V/def2-TZVPD.

Each line ends with the Mulliken charge.
Positions of all 156 atoms, in Å:
C -0.59890 -25.72308 -6.72339  -0.2347
C -1.35792 -24.40204 -6.53360  -0.4500
C -0.80234 -24.05854 -5.14906  -0.5806
O -1.21064 -25.25997 -4.47378  -0.4402
C -0.80219 -26.33678 -5.32568  1.6971
H 0.44528 -25.53659 -6.97405  0.3571
H -1.06673 -26.34537 -7.48919  -0.0862
H -2.42960 -24.56737 -6.44645  0.1248
H -1.21283 -23.69823 -7.35706  0.4513
H -1.34185 -23.21441 -4.72190  0.3892
H 0.27323 -23.87553 -5.13875  0.2681
H -1.57968 -27.08085 -5.51838  -0.5903
H 0.09385 -26.81567 -4.93290  -0.9287
C -1.99961 -36.91743 -9.89501  -0.7937
C -1.55135 -35.86875 -8.89106  1.8228
C -0.74629 -36.71124 -7.92362  -0.3119
O -0.11377 -37.71315 -8.68695  -0.4966
C -0.71397 -37.78193 -9.98638  -0.3403
H -2.33450 -36.65937 -10.89931  0.2699
H -2.83064 -37.50415 -9.48968  0.4344
H -2.37099 -35.29884 -8.44505  -0.0595
H -0.95990 -35.06407 -9.33943  -1.4218
H -1.49255 -37.13170 -7.23392  0.0967
H -0.00218 -36.17714 -7.33056  0.2684
H -0.93093 -38.82681 -10.19469  0.3625
H -0.05973 -37.26050 -10.68854  0.1078
C -0.71421 -27.29222 -12.87017  -0.5826
C -1.25925 -27.84295 -11.53663  0.1483
C -2.68058 -27.23178 -11.44764  0.2420
O -2.90498 -26.53125 -12.64838  -0.4937
C -1.62598 -26.11354 -13.10130  -0.5782
H -1.00404 -28.04615 -13.60378  0.2551
H 0.35537 -27.12710 -12.78879  0.3586
H -0.63818 -27.61983 -10.66561  0.1860
H -1.38784 -28.92656 -11.48369  -0.1437
H -2.73027 -26.58011 -10.56638  0.0660
H -3.35459 -28.07592 -11.29956  -0.1052
H -1.34577 -25.17026 -12.60374  0.2497
H -1.66930 -25.74786 -14.13128  0.3735
C -3.87074 -27.72955 -2.89328  -0.2856
C -3.25290 -27.00058 -1.68358  -0.5251
C -2.04338 -27.85530 -1.33500  -0.6075
O -1.65951 -28.51747 -2.52576  -0.2909
C -2.85400 -28.78393 -3.29033  0.3202
H -4.04474 -26.99096 -3.67621  0.0266
H -4.82668 -28.19340 -2.64767  0.4511
H -3.99638 -26.85156 -0.90628  0.3787
H -2.87850 -26.03984 -2.04288  0.1443
H -2.35507 -28.56768 -0.54710  0.2490
H -1.14777 -27.46826 -0.84785  0.3783
H -2.99581 -29.78913 -2.85992  0.3542
H -2.64345 -28.90434 -4.35340  -0.5497
C 1.74211 -28.94064 -3.72995  -0.5980
C 2.12719 -28.91145 -5.20148  0.4689
C 3.44588 -28.19773 -5.13367  -0.7579
O 3.26169 -27.21092 -4.12495  -0.4818
C 2.29574 -27.62246 -3.16686  -0.2790
H 2.31875 -29.77308 -3.30953  0.4831
H 0.70084 -29.17717 -3.51349  0.0711
H 1.45573 -28.23680 -5.75434  -0.3735
H 2.10083 -29.85082 -5.75197  0.4050
H 3.90452 -27.73690 -6.00540  0.3371
H 4.19004 -28.89372 -4.70437  0.3087
H 1.54784 -26.84301 -3.00075  0.1848
H 2.87251 -27.77690 -2.24716  0.3261
C -7.38371 -33.95267 -7.08757  -0.7981
C -6.09871 -33.73302 -7.85522  -0.5229
C -5.34752 -32.62429 -7.09462  1.4004
O -5.79885 -32.88793 -5.75331  -0.4342
C -6.76789 -33.91256 -5.67223  -0.2039
H -7.87392 -34.85525 -7.44310  0.3973
H -7.98779 -33.06147 -7.27722  0.2887
H -6.27554 -33.48291 -8.90941  0.4537
H -5.62639 -34.71865 -7.92865  0.1261
H -5.49396 -31.58737 -7.39041  -0.2702
H -4.32468 -32.90257 -7.37820  -0.6717
H -7.53975 -33.58183 -4.97525  0.3482
H -6.25877 -34.83313 -5.37085  -0.0680
C 0.97371 -34.65389 -13.92584  -0.6739
C 1.14629 -33.45223 -12.99076  -0.7464
C 0.68386 -33.99657 -11.63524  0.4131
O -0.38229 -34.90610 -11.93688  -0.0351
C -0.20780 -35.38949 -13.26502  -0.6480
H 1.89315 -35.23703 -13.87835  0.3084
H 0.75017 -34.38376 -14.95422  0.3585
H 0.51607 -32.58461 -13.20550  0.2600
H 2.14955 -33.02323 -13.00957  0.4107
H 0.32215 -33.18460 -11.00158  -0.3123
H 1.47736 -34.51458 -11.08704  0.1027
H -1.08119 -35.15873 -13.87874  0.3379
H -0.03144 -36.46589 -13.23925  0.2495
C -3.78440 -36.08698 -3.13709  -0.6532
C -3.47430 -34.57628 -3.18092  -0.6921
C -2.91249 -34.35824 -4.62343  0.4016
O -3.03142 -35.58626 -5.32779  -0.2491
C -3.77580 -36.55065 -4.58665  -0.5771
H -4.76180 -36.33496 -2.71825  0.2832
H -3.04044 -36.59879 -2.52942  0.3271
H -2.75218 -34.32544 -2.40955  0.3536
H -4.36212 -33.95069 -3.10219  0.2373
H -1.86173 -34.08271 -4.52274  0.2871
H -3.49624 -33.57992 -5.11300  -0.3910
H -3.17696 -37.46131 -4.64717  0.3438
H -4.77657 -36.71339 -4.98865  0.3314
C 3.97822 -33.03838 -9.43276  -0.3824
C 3.35705 -34.17236 -8.62350  0.1436
C 3.60265 -33.70165 -7.19376  -0.5237
O 3.86726 -32.30557 -7.26129  -0.4301
C 3.57134 -31.81558 -8.59321  0.1463
H 3.51257 -32.93686 -10.41577  0.1134
H 5.06330 -33.10131 -9.44837  0.3282
H 3.82209 -35.11019 -8.94298  0.4320
H 2.33086 -34.36422 -8.94758  -0.4054
H 4.47847 -34.19240 -6.76695  0.2877
H 2.73322 -33.94152 -6.57487  0.2910
H 4.22704 -30.96680 -8.77375  0.3839
H 2.51959 -31.54553 -8.70820  -0.2930
C -0.96155 -30.19522 -7.11578  1.0734
C -1.75129 -31.48549 -7.34421  0.6789
C -0.67434 -32.28314 -8.07600  1.2398
O -0.08428 -31.34496 -8.96973  -0.4359
C -0.28089 -30.01416 -8.44944  0.2914
H -0.29514 -30.27928 -6.25357  -0.1656
H -1.58452 -29.32849 -6.89247  -0.9813
H -2.53251 -31.17889 -8.05059  -0.6202
H -2.28131 -31.91855 -6.49908  0.4022
H -0.97385 -33.14604 -8.66411  -1.3682
H 0.07871 -32.56706 -7.32763  0.1386
H -0.95292 -29.53974 -9.17046  -0.9224
H 0.64758 -29.44220 -8.41540  0.4717
C -4.09629 -26.69331 -7.61434  0.7523
C -3.96754 -28.21934 -7.87978  2.2727
C -5.42480 -28.63474 -8.09564  -0.3061
O -6.12358 -27.46131 -8.45325  -0.5103
C -5.59620 -26.42656 -7.62806  -0.7807
H -3.55445 -26.14913 -8.38682  0.1364
H -3.67379 -26.43049 -6.64305  -0.6616
H -3.52816 -28.63431 -6.97483  -0.6945
H -3.34898 -28.39312 -8.75741  -1.1440
H -5.86364 -29.19035 -7.25935  0.4227
H -5.49990 -29.28085 -8.97617  -0.1060
H -6.09773 -26.51038 -6.65217  0.2908
H -5.93565 -25.44854 -7.97175  0.3566
C -3.95886 -31.92311 -10.47375  1.5804
C -3.42374 -33.09177 -11.30974  0.2404
C -3.07053 -32.44124 -12.63495  -0.1155
O -3.85647 -31.22870 -12.70400  -0.4972
C -4.73022 -31.18793 -11.60243  -0.8230
H -3.14423 -31.25137 -10.18909  -0.7911
H -4.56317 -32.15087 -9.60141  -0.3783
H -4.20368 -33.85183 -11.29632  0.3822
H -2.51669 -33.38912 -10.77549  -0.5136
H -3.32806 -33.04976 -13.50350  0.2665
H -1.99218 -32.27544 -12.67162  -0.1022
H -5.71353 -31.64068 -11.76755  0.3145
H -4.96035 -30.18356 -11.23625  0.4116

Properties
* energy above the lowest of the compared OMol25 structures with the same formula, charge and spin: 300.9 kJ/mol
* HOMO-LUMO gap: 9.8 eV
* SMILES: C1CCOC1.C1CCOC1.C1CCOC1.C1CCOC1.C1CCOC1.C1CCOC1.C1CCOC1.C1CCOC1.C1CCOC1.C1CCOC1.C1CCOC1.C1CCOC1